# 1
{
  "formula": "C2H7INP",
  "method": "the ωB97M-V functional and the def2-TZVPD basis",
  "de_lowest_ev": 3.778,
  "lumo_energy_ev": [-1.20, -0.15],
  "symbols": ["I", "P", "N", "C", "C", "H", "H", "H", "H", "H", "H", "H"],
  "coordinates": [[2.878, 0.998, 0.600], [-0.139, 0.997, 0.893], [1.120, 0.536, -0.144], [-1.536, 1.093, -0.349], [0.712, -2.155, 0.000], [-2.463, 1.368, 0.193], [-0.174, -2.248, 0.592], [0.747, -2.246, -1.056], [1.591, -2.638, 0.396], [-1.389, 0.059, -0.693], [-0.052, 2.356, 0.694], [-1.296, 1.881, -1.125]],
  "forces_ev_per_angstrom": [[0.91, 0.16, 0.29], [-1.15, 0.56, 0.01], [-0.48, -0.65, -0.70], [1.06, 0.08, 0.05], [0.94, -0.63, 0.28], [0.40, -0.68, -0.51], [-0.49, 0.23, -0.01], [-0.66, 0.38, -0.84], [0.23, 0.29, 0.57], [-1.30, 0.33, -0.67], [0.87, 1.14, 0.79], [-0.32, -1.22, 0.75]],
  "nbo_charge": [0.3776, 0.7506, -0.8912, -0.9289, -0.4534, 0.2376, 0.1697, 0.1715, 0.1644, 0.2318, -0.0611, 0.2314]
}

=====

# 2
{
  "formula": "C2H7INS",
  "method": "the ωB97M-V functional and the def2-TZVPD basis",
  "de_lowest_ev": 2.730,
  "charge": 1,
  "lumo_energy_ev": -7.50,
  "symbols": ["I", "S", "N", "C", "C", "H", "H", "H", "H", "H", "H", "H"],
  "coordinates": [[-1.221, -0.122, 4.402], [0.556, 0.603, -3.290], [1.066, -0.205, 2.156], [-0.157, 0.496, 2.462], [0.644, 1.162, -1.750], [0.069, 1.527, 2.551], [0.370, 2.324, -1.691], [1.775, 0.022, 2.946], [0.886, -1.268, 1.976], [0.894, 0.708, -0.874], [-0.798, 0.450, 1.680], [0.996, -0.704, -3.045]],
  "forces_ev_per_angstrom": [[0.58, 0.40, -1.32], [0.63, -0.87, 1.69], [0.18, -1.19, 1.18], [2.18, -0.72, 2.20], [-1.56, 4.32, -3.63], [0.19, 0.95, 0.78], [0.55, -2.67, 0.00], [-1.47, -1.26, -1.95], [0.79, 2.65, 1.02], [0.84, -1.73, 2.30], [-2.51, -0.80, -2.03], [-0.42, 0.92, -0.23]],
  "nbo_charge": [-0.0292, 0.5422, -0.8647, -0.2531, -0.2818, 0.1978, 0.2862, 0.3972, 0.3861, 0.2541, 0.1714, 0.1938]
}

=====

# 3
{
  "formula": "C2H7ISi",
  "method": "the ωB97M-V functional and the def2-TZVPD basis",
  "de_lowest_ev": 4.431,
  "lumo_energy_ev": [-0.42, -0.06],
  "symbols": ["I", "Si", "C", "C", "H", "H", "H", "H", "H", "H", "H"],
  "coordinates": [[-3.425, 0.166, -0.039], [-1.168, -0.610, 0.826], [-0.144, -1.318, -0.582], [1.066, 2.131, -0.419], [-1.074, -0.928, 2.171], [-0.391, -0.756, -1.462], [0.256, 1.758, -1.073], [0.915, -1.332, -0.457], [1.943, 1.396, -0.319], [0.762, 2.705, 0.521], [-0.347, -2.338, -0.736]],
  "forces_ev_per_angstrom": [[0.93, -0.59, 0.50], [-0.16, 2.08, -2.60], [-0.48, 0.16, 0.76], [0.03, -1.43, 1.53], [-0.12, -0.96, 1.73], [-0.14, 0.24, -0.47], [0.54, 0.62, 0.33], [0.84, 0.60, 0.47], [-1.28, 1.47, -0.16], [0.57, -0.73, -1.63], [-0.73, -1.45, -0.47]],
  "nbo_charge": [-0.2440, 0.8049, -1.1047, -0.5280, -0.1802, 0.2519, 0.1653, 0.2513, 0.1659, 0.1803, 0.2372]
}

=====

# 4
{
  "formula": "C2H7N2",
  "method": "the ωB97M-V functional and the def2-TZVPD basis",
  "de_lowest_ev": 5.401,
  "charge": 1,
  "lumo_energy_ev": -8.93,
  "symbols": ["N", "N", "C", "C", "H", "H", "H", "H", "H", "H", "H"],
  "coordinates": [[-1.041, -0.986, -0.830], [0.142, 0.091, 0.920], [0.281, -0.928, 0.019], [0.506, 1.383, 0.499], [-1.742, -0.286, -0.604], [-0.326, 2.046, 0.249], [0.330, -1.914, 0.502], [-1.489, -1.890, -0.949], [1.115, -0.827, -0.714], [1.156, 1.427, -0.396], [1.068, 1.884, 1.304]],
  "forces_ev_per_angstrom": [[1.03, 1.17, 0.74], [-1.99, 1.29, 0.13], [0.56, -1.60, -2.79], [2.30, -0.64, -0.81], [0.11, 0.07, 0.11], [-0.77, -0.08, 0.54], [-0.06, 0.27, 0.27], [0.26, -0.28, 0.81], [-0.53, 0.16, 0.48], [-0.32, -0.40, 0.12], [-0.59, 0.03, 0.39]],
  "nbo_charge": [-0.6054, 0.1283, -0.1755, -0.5619, 0.3993, 0.3459, 0.2866, 0.4175, 0.2109, 0.2310, 0.3232]
}

=====

# 5
{
  "formula": "C2H7N2",
  "method": "the ωB97M-V functional and the def2-TZVPD basis",
  "smiles": "C=[NH+]CN",
  "de_lowest_ev": 2.625,
  "charge": 1,
  "lumo_energy_ev": -5.12,
  "symbols": ["N", "N", "C", "C", "H", "H", "H", "H", "H", "H", "H"],
  "coordinates": [[0.850, -0.542, 0.080], [-1.042, 0.601, 0.043], [1.315, 0.635, -0.010], [-0.564, -0.736, -0.010], [-1.269, 1.126, 0.852], [-0.819, -1.475, 0.873], [1.259, -1.438, -0.097], [2.271, 0.959, 0.237], [-1.702, 0.724, -0.704], [-0.742, -1.115, -1.015], [0.443, 1.261, -0.250]],
  "forces_ev_per_angstrom": [[1.75, -0.77, -0.93], [-2.80, -0.83, -1.95], [-0.59, -0.28, 0.16], [-1.60, 0.34, 1.86], [-0.41, -0.22, 1.10], [0.12, 1.35, -1.89], [1.78, -0.26, 0.94], [1.96, -0.10, -0.27], [-0.49, 0.52, 0.21], [-0.53, -0.54, 0.30], [0.83, 0.77, 0.47]],
  "nbo_charge": [-0.4128, -0.8558, 0.1091, -0.0765, 0.4164, 0.2329, 0.4445, 0.2323, 0.4113, 0.2331, 0.2656]
}

=====

# 6
{
  "formula": "C2H7N2",
  "method": "the ωB97M-V functional and the def2-TZVPD basis",
  "de_lowest_ev": 5.215,
  "charge": 1,
  "lumo_energy_ev": [-4.99, -3.96],
  "symbols": ["N", "N", "C", "C", "H", "H", "H", "H", "H", "H", "H"],
  "coordinates": [[-0.282, -0.015, -0.322], [0.285, 2.031, 0.591], [0.515, 0.767, 0.366], [0.032, -1.236, -0.827], [-0.576, 2.397, 0.196], [1.442, 0.320, 0.921], [-0.960, -3.600, 0.268], [0.723, 2.739, 1.283], [-0.786, -1.834, -1.234], [0.813, -1.897, -0.503], [-1.207, 0.326, -0.739]],
  "forces_ev_per_angstrom": [[-1.66, 0.44, -1.39], [-0.66, 2.61, 0.96], [2.69, -0.68, 2.55], [-0.92, -2.24, -0.32], [0.14, 0.24, -0.01], [-1.81, 0.60, -1.53], [0.00, 0.01, 0.05], [-0.47, -2.35, -1.55], [0.08, 0.76, -0.21], [0.82, 0.69, 0.40], [1.80, -0.08, 1.05]],
  "nbo_charge": [-0.5295, -0.7110, 0.3543, -0.1374, 0.4105, 0.2516, 0.0045, 0.4741, 0.2153, 0.2190, 0.4484]
}

=====

# 7
{
  "formula": "C2H7N2O",
  "method": "the ωB97M-V functional and the def2-TZVPD basis",
  "de_lowest_ev": 3.561,
  "charge": -1,
  "lumo_energy_ev": 4.37,
  "symbols": ["O", "N", "N", "C", "C", "H", "H", "H", "H", "H", "H", "H"],
  "coordinates": [[-0.462, -0.319, 1.519], [0.166, -0.835, -2.080], [2.134, -0.110, -0.696], [0.895, -0.321, -0.847], [-1.262, 0.796, 1.591], [-0.808, 1.529, 0.847], [2.576, -0.758, 0.026], [-2.341, 0.716, 1.207], [0.193, -0.242, 0.780], [-1.038, 0.965, 2.651], [-0.816, -0.770, -2.070], [0.762, -0.651, -2.929]],
  "forces_ev_per_angstrom": [[-0.19, -2.16, 0.70], [5.25, 1.66, 0.97], [2.65, -1.92, -1.79], [-3.86, -1.84, 1.21], [0.84, 0.87, -1.26], [-0.53, 0.00, 1.20], [-1.16, 2.15, -0.66], [1.04, -0.35, 1.06], [-0.32, -0.33, -1.47], [-1.53, 1.69, -0.02], [-0.97, 0.57, -0.20], [-1.22, -0.34, 0.26]],
  "nbo_charge": [-0.8300, -0.9739, -1.0008, 0.1052, -0.2722, 0.1594, 0.3761, 0.1291, 0.4569, 0.1765, 0.3666, 0.3070]
}

=====

# 8
{
  "formula": "C2H7N2O",
  "method": "the ωB97M-V functional and the def2-TZVPD basis",
  "smiles": "CCNN[O-]",
  "de_lowest_ev": 4.484,
  "charge": -1,
  "lumo_energy_ev": 4.41,
  "symbols": ["O", "N", "N", "C", "C", "H", "H", "H", "H", "H", "H", "H"],
  "coordinates": [[2.838, 0.449, -0.653], [2.310, -0.633, 0.010], [1.525, -0.348, 1.041], [-0.068, 0.431, 0.593], [-0.689, -0.089, -0.680], [-0.578, 0.176, 1.460], [0.166, 1.574, 0.450], [2.054, 0.327, 1.592], [-1.832, -0.062, -0.753], [1.840, -1.449, -0.512], [-0.327, 0.456, -1.586], [-0.444, -1.156, -1.065]],
  "forces_ev_per_angstrom": [[-0.60, -0.45, -0.58], [0.91, -1.54, -0.80], [-2.84, -0.11, 0.36], [3.44, 1.97, -1.45], [-0.46, -1.16, -2.29], [-1.14, -0.12, 1.56], [-0.64, -2.17, 0.59], [-0.59, 0.44, -0.30], [1.35, 0.12, 0.49], [0.83, 1.85, 0.18], [-0.21, 0.07, 0.87], [-0.05, 1.10, 1.36]],
  "nbo_charge": [-0.8403, -0.1872, -0.4710, -0.3683, -0.6526, 0.1651, 0.1820, 0.3304, 0.1836, 0.2582, 0.2156, 0.1845]
}

=====

# 9
{
  "formula": "C2H7N2O",
  "method": "the ωB97M-V functional and the def2-TZVPD basis",
  "de_lowest_ev": 1.222,
  "charge": -1,
  "lumo_energy_ev": 4.44,
  "symbols": ["O", "N", "N", "C", "C", "H", "H", "H", "H", "H", "H", "H"],
  "coordinates": [[0.492, -1.565, 0.195], [-1.730, 0.912, -1.380], [-1.360, 1.257, 0.811], [-0.884, 0.711, -0.250], [1.777, -1.159, 0.549], [-2.576, 1.425, -1.133], [-0.056, -0.702, -0.100], [2.525, -1.536, -0.161], [-1.254, 1.300, -2.186], [2.015, -1.582, 1.526], [1.869, -0.062, 0.487], [-0.818, 1.002, 1.642]],
  "forces_ev_per_angstrom": [[-0.25, -0.07, -0.18], [0.00, -0.09, -0.22], [-0.36, 0.14, 0.64], [0.00, -0.08, -0.11], [-0.44, -0.05, -0.71], [0.11, 0.37, -0.01], [0.53, -0.05, 0.14], [0.17, -0.19, -0.06], [-0.08, -0.24, 0.11], [0.30, 0.36, 0.33], [-0.01, -0.06, 0.48], [0.03, -0.04, -0.41]],
  "nbo_charge": [-0.8357, -0.9086, -0.8759, 0.0344, -0.2429, 0.3234, 0.4274, 0.1232, 0.3463, 0.1376, 0.1596, 0.3110]
}

=====

# 10
{
  "formula": "C2H7N2O",
  "method": "the ωB97M-V functional and the def2-TZVPD basis",
  "de_lowest_ev": 5.244,
  "charge": -1,
  "lumo_energy_ev": [4.24, 4.24],
  "symbols": ["O", "N", "N", "C", "C", "H", "H", "H", "H", "H", "H", "H"],
  "coordinates": [[2.607, -0.824, 0.273], [1.376, -0.610, -0.186], [0.724, 0.528, -0.175], [1.484, 1.708, -0.037], [-1.061, -1.523, 0.586], [0.693, 2.410, 0.372], [0.521, -1.374, 0.059], [-1.622, -0.858, -0.070], [-0.342, -1.491, 1.420], [-1.340, -2.484, 0.224], [1.899, 2.084, -1.034], [2.341, 1.595, 0.730]],
  "forces_ev_per_angstrom": [[-2.38, 1.18, -1.56], [0.92, 1.65, 2.44], [1.80, -2.84, -1.41], [0.79, 1.40, 1.25], [0.99, -1.00, -0.79], [1.32, -0.11, -0.59], [-1.29, -0.32, -0.76], [0.76, 0.97, 0.98], [-1.28, 0.63, -0.06], [-0.11, -1.38, 0.43], [-0.46, -0.40, 1.25], [-1.07, 0.22, -1.18]],
  "nbo_charge": [-0.6074, 0.0897, -0.2896, -0.4773, -1.2238, 0.1915, 0.3738, 0.2028, 0.2004, 0.1571, 0.1856, 0.1973]
}

=====

# 11
{
  "formula": "C2H7N2O",
  "method": "the ωB97M-V functional and the def2-TZVPD basis",
  "smiles": "CO/[NH+]=C/N",
  "de_lowest_ev": 3.524,
  "charge": 1,
  "lumo_energy_ev": -4.96,
  "symbols": ["O", "N", "N", "C", "C", "H", "H", "H", "H", "H", "H", "H"],
  "coordinates": [[-1.254, 0.743, 0.376], [1.940, 0.135, -0.706], [0.079, 0.750, 0.498], [-1.620, -0.657, 0.484], [0.723, 0.564, -0.750], [0.196, 0.967, -1.611], [2.734, 0.325, -1.331], [-1.587, -0.961, 1.526], [2.172, -0.272, 0.162], [-2.723, -0.555, 0.260], [-1.059, -1.204, -0.161], [0.399, 0.165, 1.254]],
  "forces_ev_per_angstrom": [[-0.85, -0.62, 0.47], [0.72, 0.15, -1.00], [2.09, -0.27, -3.93], [-4.71, 2.96, 1.80], [-0.85, 1.51, 3.12], [0.23, -0.13, -0.02], [-0.96, -0.19, -0.10], [0.47, -0.23, 0.12], [0.91, -0.46, 1.00], [1.20, -0.90, -0.15], [1.35, -1.87, -1.97], [0.39, 0.04, 0.67]],
  "nbo_charge": [-0.3256, -0.6729, -0.2255, -0.2830, 0.3774, 0.2602, 0.4617, 0.2038, 0.4109, 0.2430, 0.1732, 0.3768]
}

=====

# 12
{
  "formula": "C2H7N2O2",
  "method": "the ωB97M-V functional and the def2-TZVPD basis",
  "de_lowest_ev": 0.724,
  "charge": -1,
  "lumo_energy_ev": 4.23,
  "symbols": ["O", "O", "N", "N", "C", "C", "H", "H", "H", "H", "H", "H", "H"],
  "coordinates": [[1.561, 0.103, -1.089], [1.769, -2.018, -0.364], [-1.148, 0.257, -0.293], [-2.123, 1.126, 1.850], [2.190, -0.956, -0.840], [-1.760, 1.327, 0.368], [-2.691, 1.612, -0.125], [-1.215, 0.921, 2.261], [-0.135, 0.076, -0.263], [-2.670, 0.275, 1.891], [-1.155, 2.235, 0.441], [-1.734, -0.514, -0.562], [3.289, -0.849, -1.070]],
  "forces_ev_per_angstrom": [[-0.03, -0.07, 0.13], [0.11, -0.34, 0.03], [0.24, -0.01, -0.25], [0.33, 0.32, -1.03], [0.07, 0.79, -0.02], [-0.59, 0.25, 1.46], [-0.13, -0.02, -0.02], [-0.27, -0.24, 0.26], [-0.33, 0.16, -0.31], [0.12, -0.19, 0.17], [0.32, -0.22, -0.54], [0.14, 0.02, 0.09], [0.04, -0.44, 0.03]],
  "nbo_charge": [-0.8049, -0.7731, -0.8982, -0.8784, 0.6304, -0.0482, 0.1465, 0.3426, 0.4417, 0.3301, 0.1696, 0.3529, -0.0111]
}

=====

Question: What is the formula in the third record?
Answer: C2H7ISi